A 2-piece molecular cluster, C9H6NS overall at a distorted geometry, computed with ωB97M-V/def2-TZVPD.

Computed properties:
Charge ... +1
Gap between HOMO and LUMO (alpha / beta) ... 0.211 / 0.210 Eh
2S+1 ... 1
LUMO energy (alpha / beta) ... -5.988 / -6.008 eV
Relative energy (zero: lowest compared OMol25 entry of this formula, charge and spin) ... 2.2426 eV
M ... 160.22 Da

Bonds (Å) are listed after each position.
Geometry (Å):
1 S -6.81 0.49 -0.20  C9 1.638, H15 1.459
2 N -1.52 0.69 0.46  C4 1.257
3 C 2.01 0.86 0.02  C10 1.364, C11 1.361, H12 1.052
4 C -0.37 0.24 0.22  N2 1.257, C7 1.436, C11 1.549
5 C -3.07 -1.23 0.64  C8 1.278
6 C 1.35 -1.48 0.27  C7 1.344, C10 1.430, H16 1.122
7 C 0.07 -1.12 0.12  C4 1.436, C6 1.344, H13 1.188
8 C -4.19 -0.67 0.40  C5 1.278, C9 1.294
9 C -5.30 -0.09 0.07  S1 1.638, C8 1.294
10 C 2.32 -0.47 -0.02  C3 1.364, C6 1.430, H14 1.114
11 C 0.75 1.30 0.29  C3 1.361, C4 1.549, H17 1.101
12 H 2.61 1.72 -0.04  C3 1.052
13 H -0.81 -1.91 0.02  C7 1.188
14 H 3.40 -0.61 -0.26  C10 1.114
15 H -6.55 1.84 0.28  S1 1.459
16 H 1.50 -2.59 0.31  C6 1.122
17 H 0.61 2.38 0.43  C11 1.101

These are the Mulliken partial charges, in e, on atoms 1 to 8: S -0.16; N -0.50; C -0.38; C 0.65; C -0.52; C -0.60; C -0.06; C 0.63